# 1
{"formula": "C3H3Cl2F3NOP", "method": "the ωB97M-V functional and the def2-TZVPD basis", "homo_lumo_gap_ev": 11.657, "largest_force_ha_per_bohr": 0.0983, "total_charge": 0, "relative_energy_kcal_mol": 5.4, "homo_energy_ev": -11.1395, "e_tot_ha": -1807.49746, "species": ["C", "P", "O", "Cl", "Cl", "H", "H", "H", "N", "C", "C", "F", "F", "F"], "coordinates": [[-0.33451, 0.19781, -1.87627], [0.91147, -0.72050, -1.00779], [0.65606, -1.30572, 0.29954], [1.24372, -2.26464, -2.16868], [2.46504, 0.52790, -0.96451], [0.18688, 0.17671, -2.88987], [-1.24582, -0.34633, -1.96752], [-0.35871, 1.11100, -1.47085], [0.24316, 1.76364, 0.49529], [-0.21847, 0.99513, 1.19223], [-0.71087, 0.13514, 2.28267], [0.16522, -0.70983, 2.78314], [-1.87094, -0.51930, 1.95776], [-1.13223, 0.95899, 3.33487]], "mulliken_charge": [-1.1186, 0.9336, -0.5892, -0.2197, -0.1947, 0.3821, 0.2946, 0.5283, -0.4537, 0.1577, 0.9377, -0.1710, -0.2332, -0.2539]}

***

# 2
{"formula": "C24H49F2O21P", "method": "the ωB97M-V functional and the def2-TZVPD basis", "homo_lumo_gap_ev": 8.997, "largest_force_ha_per_bohr": 0.0366, "total_charge": 0, "relative_energy_kcal_mol": 8.7, "homo_energy_ev": -8.5061, "e_tot_ha": -3065.00950, "species": ["O", "C", "C", "O", "C", "O", "C", "P", "F", "C", "C", "F", "H", "H", "H", "H", "H", "H", "H", "H", "H", "H", "H", "H", "H", "C", "O", "C", "O", "O", "C", "H", "H", "H", "H", "H", "H", "C", "O", "C", "O", "O", "C", "H", "H", "H", "H", "H", "H", "C", "O", "C", "O", "O", "C", "H", "H", "H", "H", "H", "H", "C", "O", "C", "O", "O", "C", "H", "H", "H", "H", "H", "H", "C", "O", "C", "O", "O", "C", "H", "H", "H", "H", "H", "H", "C", "O", "C", "O", "O", "C", "H", "H", "H", "H", "H", "H"], "coordinates": [[-3.50391, 1.93887, 1.23039], [-2.95073, 1.78347, -0.08015], [-1.44013, 1.82780, -0.06828], [-0.82237, 0.54706, -0.08857], [-1.02432, -0.17895, 1.07402], [-0.84740, 0.60306, 2.22812], [-0.59145, -0.17627, 3.38711], [0.43538, 0.77737, 4.60961], [1.86322, 1.04267, 3.87471], [-0.35170, 2.45480, 4.67808], [-1.56801, 2.38860, 5.57974], [-1.32618, 1.65904, 6.73023], [-4.26086, 2.53111, 1.13753], [-3.26253, 2.63925, -0.67209], [-3.30406, 0.88400, -0.57795], [-1.07093, 2.47395, 0.71948], [-1.16038, 2.30200, -1.00228], [-2.00544, -0.66369, 1.07838], [-0.28257, -0.97708, 1.07362], [-0.02966, -1.08461, 3.18258], [-1.50554, -0.40905, 3.93113], [0.39462, 3.15430, 5.02604], [-0.69236, 2.70450, 3.67692], [-1.87159, 3.39801, 5.83865], [-2.39192, 1.90908, 5.06103], [1.60053, -4.57213, 2.62704], [0.56008, -5.55103, 2.68635], [-0.60218, -5.08656, 3.14423], [-0.82203, -3.95529, 3.49218], [-1.47734, -6.09064, 3.15060], [-2.77785, -5.73430, 3.62503], [2.48697, -5.07048, 2.24521], [1.33226, -3.76176, 1.95144], [1.81669, -4.18107, 3.61967], [-3.22199, -4.96932, 2.99105], [-2.72929, -5.38770, 4.65534], [-3.38263, -6.63497, 3.57755], [6.58857, 2.24309, -0.29779], [5.59817, 1.21841, -0.19449], [4.42403, 1.63607, 0.28063], [4.15434, 2.76698, 0.60388], [3.59107, 0.60306, 0.32101], [2.28836, 0.94150, 0.81755], [7.48334, 1.77102, -0.69286], [6.26398, 3.02535, -0.98150], [6.80762, 2.66638, 0.68057], [1.82039, 1.68609, 0.17886], [2.32839, 1.29849, 1.83989], [1.68516, 0.04042, 0.79603], [-1.16287, 0.59006, -4.34531], [-1.39992, 1.49735, -5.42592], [-1.61256, 2.75853, -5.04781], [-1.61757, 3.15953, -3.91357], [-1.81539, 3.49119, -6.14079], [-2.05786, 4.87553, -5.88369], [-1.00880, -0.38888, -4.79095], [-0.27106, 0.87491, -3.79061], [-2.02419, 0.54932, -3.68127], [-1.20205, 5.32958, -5.38686], [-2.95501, 5.00261, -5.28093], [-2.20499, 5.34907, -6.84978], [-2.42373, -0.12523, -8.23818], [-3.46517, -1.10075, -8.11728], [-4.60644, -0.62545, -7.62304], [-4.81489, 0.51062, -7.28489], [-5.48346, -1.63066, -7.56514], [-6.76329, -1.26253, -7.04963], [-1.55766, -0.63683, -8.64898], [-2.71857, 0.67081, -8.91920], [-2.16425, 0.28762, -7.26708], [-7.22991, -0.50827, -7.68029], [-6.67619, -0.89628, -6.02841], [-7.37141, -2.16245, -7.05718], [2.01645, 4.40233, -0.72656], [1.90648, 5.42998, -1.72153], [0.76051, 6.10285, -1.68571], [-0.14656, 5.92196, -0.91469], [0.78240, 7.01880, -2.65935], [-0.39881, 7.81579, -2.73644], [2.97629, 3.93000, -0.85759], [1.96380, 4.82709, 0.27328], [1.22788, 3.66281, -0.86512], [-0.54668, 8.37620, -1.81519], [-1.26941, 7.19461, -2.94106], [-0.25189, 8.51062, -3.55870], [2.91642, -8.28811, 4.18736], [4.24994, -8.34589, 4.69756], [4.44844, -7.60531, 5.78826], [3.62302, -6.92527, 6.33989], [5.72105, -7.74694, 6.16036], [6.07770, -7.00101, 7.32586], [2.88056, -8.92428, 3.30785], [2.20613, -8.66357, 4.92125], [2.65768, -7.27167, 3.89745], [5.48889, -7.32185, 8.18291], [5.94357, -5.93454, 7.15602], [7.12750, -7.20489, 7.51516]], "mulliken_charge": [-0.4978, -0.8995, 0.0395, -0.3746, -0.6549, -0.0853, -0.3093, -0.0116, -0.2568, -0.2451, -0.4102, -0.2874, 0.3081, 0.4913, 0.2878, 0.2041, 0.3602, 0.3248, 0.4215, 0.1896, 0.3557, 0.4387, 0.0207, 0.3236, 0.2466, -0.6762, -0.3159, 0.8164, -0.5295, -0.3379, -0.6346, 0.1993, 0.3138, 0.3344, 0.2910, 0.2979, 0.2183, -0.6416, -0.3650, 0.7827, -0.5689, -0.3929, 0.0760, 0.2333, 0.2933, 0.2895, -0.0575, 0.2974, 0.1234, -0.7562, -0.2805, 0.7266, -0.5455, -0.3281, -0.6242, 0.2730, 0.2869, 0.3442, 0.2625, 0.3056, 0.2506, -0.1898, -0.3253, 0.8165, -0.5423, -0.3320, -0.6264, 0.2301, 0.3019, -0.0644, 0.2899, 0.2937, 0.2165, -0.2212, -0.3648, 0.8424, -0.5595, -0.3551, -0.5977, 0.2135, 0.3183, -0.0708, 0.2977, 0.2562, 0.2227, -0.4217, -0.3187, 0.7998, -0.5390, -0.3233, -0.6294, 0.2493, 0.2992, 0.0888, 0.2912, 0.2974, 0.2155]}

***

# 3
{"formula": "C65H65N13", "method": "the ωB97M-V functional and the def2-TZVPD basis", "homo_lumo_gap_ev": 9.762, "largest_force_ha_per_bohr": 0.0809, "total_charge": 0, "relative_energy_kcal_mol": 52.8, "homo_energy_ev": -9.3401, "e_tot_ha": -3227.53974, "species": ["N", "C", "C", "C", "C", "C", "H", "H", "H", "H", "H", "N", "C", "C", "C", "C", "C", "H", "H", "H", "H", "H", "N", "C", "C", "C", "C", "C", "H", "H", "H", "H", "H", "N", "C", "C", "C", "C", "C", "H", "H", "H", "H", "H", "N", "C", "C", "C", "C", "C", "H", "H", "H", "H", "H", "N", "C", "C", "C", "C", "C", "H", "H", "H", "H", "H", "N", "C", "C", "C", "C", "C", "H", "H", "H", "H", "H", "N", "C", "C", "C", "C", "C", "H", "H", "H", "H", "H", "N", "C", "C", "C", "C", "C", "H", "H", "H", "H", "H", "N", "C", "C", "C", "C", "C", "H", "H", "H", "H", "H", "N", "C", "C", "C", "C", "C", "H", "H", "H", "H", "H", "N", "C", "C", "C", "C", "C", "H", "H", "H", "H", "H", "N", "C", "C", "C", "C", "C", "H", "H", "H", "H", "H"], "coordinates": [[1.19866, -2.71052, -8.72292], [1.65529, -2.06359, -7.64536], [2.12127, -2.65599, -6.48667], [1.96900, -4.04683, -6.38003], [1.45785, -4.77655, -7.46302], [1.05667, -4.06063, -8.56607], [1.70304, -0.99538, -7.79718], [2.67615, -2.09415, -5.74989], [2.42327, -4.55626, -5.54307], [1.45741, -5.85563, -7.41866], [0.75594, -4.59123, -9.45738], [5.76361, 1.44120, 0.32137], [6.27665, 0.22138, 0.03377], [6.08590, -0.43860, -1.20386], [5.19170, 0.17458, -2.10432], [4.76892, 1.48687, -1.83983], [4.95347, 1.97508, -0.57556], [7.00536, -0.22705, 0.69278], [6.74166, -1.25601, -1.46505], [5.13967, -0.24294, -3.09899], [4.13823, 1.90048, -2.61284], [4.59043, 2.95869, -0.31650], [-2.51121, 5.03636, 1.05588], [-3.45599, 5.50632, 0.22314], [-3.92839, 4.80370, -0.81072], [-3.36700, 3.56334, -1.09513], [-2.47861, 2.99772, -0.17773], [-2.05209, 3.74984, 0.90588], [-3.72074, 6.54168, 0.37915], [-4.54905, 5.33479, -1.51721], [-3.67187, 3.03769, -1.98796], [-1.97580, 2.05503, -0.33561], [-1.21519, 3.40362, 1.49422], [-2.01575, -4.55443, 5.51337], [-3.31415, -4.44267, 5.13621], [-3.76088, -3.99545, 3.90337], [-2.76448, -3.51005, 2.98357], [-1.41402, -3.52733, 3.38570], [-1.11816, -4.14811, 4.58639], [-4.07115, -4.75192, 5.84169], [-4.79923, -3.80415, 3.67615], [-3.08612, -3.10582, 2.03511], [-0.69679, -3.13140, 2.68197], [-0.09548, -4.34880, 4.86964], [3.56935, -3.14239, 1.92548], [2.62372, -3.29526, 2.93858], [2.21887, -2.27253, 3.78439], [2.80372, -1.05043, 3.64641], [3.65651, -0.86949, 2.58869], [4.04483, -1.84588, 1.75243], [2.24437, -4.29048, 3.11753], [1.57113, -2.52515, 4.61083], [2.47231, -0.19821, 4.22111], [4.02370, 0.11002, 2.32014], [4.70545, -1.68320, 0.91368], [1.96625, 3.49752, -2.11923], [2.44484, 4.13665, -3.17553], [1.66834, 4.88536, -4.07452], [0.29603, 4.92219, -3.84526], [-0.26078, 4.21210, -2.78292], [0.61881, 3.59899, -1.90038], [3.50542, 4.28193, -3.31858], [2.09662, 5.42093, -4.90886], [-0.39547, 5.34093, -4.56142], [-1.33724, 4.20928, -2.69559], [0.28999, 3.06249, -1.02262], [0.02971, 1.10049, 1.70511], [1.08170, 1.28331, 0.90705], [1.32079, 0.50579, -0.21580], [0.44553, -0.63577, -0.48760], [-0.56235, -0.88977, 0.43733], [-0.75742, -0.00559, 1.52662], [1.67964, 2.17266, 1.04098], [2.17677, 0.59929, -0.86771], [0.69178, -1.26242, -1.33204], [-1.20299, -1.75017, 0.31202], [-1.41612, -0.19802, 2.36058], [-0.46725, -0.90594, -4.86499], [0.73878, -0.57620, -4.38393], [1.29002, 0.71129, -4.51544], [0.67544, 1.65584, -5.30045], [-0.53981, 1.34527, -5.83457], [-1.06435, 0.05951, -5.61661], [1.32117, -1.31081, -3.84768], [2.25743, 0.98154, -4.11861], [1.15918, 2.58811, -5.55197], [-1.08458, 2.04539, -6.45057], [-1.97234, -0.21266, -6.13418], [-4.90075, -0.62973, 3.21995], [-4.89589, 0.15505, 4.29688], [-6.08982, 0.34677, 5.01397], [-7.24125, -0.29367, 4.59936], [-7.29466, -1.10204, 3.46879], [-6.09137, -1.15667, 2.73516], [-4.02982, 0.75990, 4.52159], [-6.20473, 1.02756, 5.84447], [-8.14287, -0.18756, 5.18434], [-8.18922, -1.67049, 3.26137], [-6.14442, -1.71550, 1.81250], [1.58086, 1.57425, 6.56791], [1.71478, 0.35620, 7.19797], [0.77847, -0.69677, 7.07098], [-0.33000, -0.43537, 6.24287], [-0.48181, 0.81126, 5.60841], [0.51104, 1.79282, 5.76561], [2.55791, 0.16607, 7.84557], [0.91606, -1.62067, 7.61310], [-1.10768, -1.17622, 6.12997], [-1.35165, 1.03152, 5.00736], [0.36511, 2.77897, 5.35015], [-4.60271, -1.79279, -0.54794], [-3.36723, -2.07711, -1.01269], [-2.70884, -1.25943, -1.90622], [-3.41610, -0.16088, -2.41380], [-4.69613, 0.13054, -1.98775], [-5.29405, -0.75216, -1.04184], [-2.92447, -3.01056, -0.69803], [-1.72417, -1.48770, -2.28666], [-2.96670, 0.45437, -3.17925], [-5.24328, 0.97297, -2.38441], [-6.21146, -0.53069, -0.51676], [1.31904, -4.31548, -3.28168], [2.42548, -4.03499, -2.54327], [2.36561, -4.03621, -1.13252], [1.12500, -4.27909, -0.53651], [0.02601, -4.58973, -1.27158], [0.11950, -4.57252, -2.63627], [3.36631, -3.92066, -3.06112], [3.21183, -3.91130, -0.47321], [1.05186, -4.27471, 0.54101], [-0.85992, -4.89014, -0.73188], [-0.81305, -4.80700, -3.12796], [3.03982, 4.44072, 1.01773], [1.75432, 4.98467, 1.03410], [1.01042, 5.13981, 2.18524], [1.55576, 4.67528, 3.35266], [2.85978, 4.16278, 3.40367], [3.55132, 4.11445, 2.21690], [1.42262, 5.30860, 0.05868], [-0.00919, 5.49585, 2.19135], [1.07842, 4.83161, 4.30875], [3.31981, 3.86707, 4.33498], [4.61066, 3.90536, 2.23828]], "mulliken_charge": [-0.6185, -0.4156, -0.0064, 0.0028, -0.5374, -0.2960, 0.4218, 0.4461, 0.2870, 0.3758, 0.3656, -0.4623, -0.5385, -0.4729, -0.3436, 0.0201, 0.1558, 0.3699, 0.4965, 0.4850, -0.0092, 0.3461, -0.4839, -0.3317, -0.5884, -0.3040, -0.0580, -0.4911, 0.3859, 0.3558, 0.4676, 0.3395, 0.7186, -0.6002, -0.4181, -0.4882, -0.3075, 0.4164, -0.5653, 0.3630, 0.4508, 0.3734, 0.3347, 0.4489, -0.5063, -0.6874, -0.0695, -0.1825, -0.0772, -0.3290, 0.4493, 0.3141, 0.3907, 0.3899, 0.2956, 0.4716, -0.1650, -1.0288, -0.4942, -0.6964, 0.1054, 0.3643, 0.4668, 0.4082, 0.2453, 0.3261, 0.4059, 0.2470, 0.2596, -0.8383, 0.9466, -2.0066, -0.7899, 0.3365, 0.1485, 0.7337, 0.5518, -0.3436, -0.4531, -0.2215, -0.2317, -0.5221, -0.7250, 0.5971, 0.2969, 0.6033, 0.4972, 0.4514, 0.1405, 0.0096, -0.7034, -0.1443, -0.8920, -0.3478, 0.3303, 0.3757, 0.3389, 0.4221, 0.4989, -0.5408, -0.3387, -0.4320, -0.2572, -0.0284, -0.1978, 0.3376, 0.4394, 0.4837, 0.3760, 0.1369, -0.4109, -0.7287, 0.2007, -0.3725, -0.6368, -0.4225, 0.6987, 0.4479, 0.4754, 0.4405, 0.3708, -0.1976, -0.2490, -0.6127, -0.0015, -0.4822, -0.6160, 0.3740, 0.5683, 0.3406, 0.5250, 0.3339, -0.3903, -0.4856, -0.8321, -0.1580, -0.6211, -0.2559, 0.5461, 0.6104, 0.6339, 0.4634, 0.4123]}

***

# 4
{"formula": "C5H30NO11", "method": "the ωB97M-V functional and the def2-TZVPD basis", "homo_lumo_gap_ev": 9.839, "largest_force_ha_per_bohr": 0.0506, "total_charge": 1, "relative_energy_kcal_mol": 19.8, "homo_energy_ev": -12.4426, "e_tot_ha": -1090.67219, "species": ["O", "C", "C", "C", "C", "C", "N", "H", "H", "H", "H", "H", "H", "H", "H", "H", "H", "H", "H", "O", "H", "H", "O", "H", "H", "O", "H", "H", "O", "H", "H", "O", "H", "H", "O", "H", "H", "O", "H", "H", "O", "H", "H", "O", "H", "H", "O"], "coordinates": [[2.05738, 0.92321, 0.87044], [1.42109, 1.09573, -0.13744], [0.00868, 1.66051, -0.10388], [-0.92277, 0.61702, 0.61277], [-0.71094, 0.51928, 2.07116], [-1.61695, -0.01169, 2.89381], [-0.48441, 1.72806, -1.52214], [1.91666, 1.09698, -1.12107], [-0.08813, 2.58590, 0.44550], [-0.73745, -0.28704, 0.02328], [-1.93199, 0.99000, 0.44277], [0.03446, 1.07013, 2.62111], [-2.36866, -0.68619, 2.49419], [-1.52085, 0.06830, 3.96709], [-0.73029, 2.69851, -1.71904], [-1.36879, 1.21813, -1.69462], [0.24226, 1.44177, -2.19042], [-2.78168, -0.49803, -2.16766], [-3.71340, 0.59776, -2.79871], [-2.89552, 0.46925, -2.31558], [0.35429, 3.55324, 3.21576], [-0.94161, 4.13413, 2.46561], [-0.31256, 3.40108, 2.54127], [0.95791, 4.63240, -0.69312], [1.78266, 4.18327, -1.86941], [1.19564, 3.83869, -1.18474], [-1.37440, -4.12527, 0.45407], [-0.55260, -2.91473, 0.91691], [-1.14624, -3.21387, 0.20945], [1.72959, -2.16333, -2.00852], [0.36095, -2.65145, -2.29466], [1.01295, -2.04960, -2.67191], [1.52911, -0.28463, -3.84776], [0.18032, 0.26753, -3.91584], [1.05204, 0.50719, -3.56582], [1.64090, -3.45101, 2.62656], [1.61546, -1.86151, 2.62496], [1.39899, -2.68260, 2.10053], [1.55396, -0.29584, 3.81094], [2.20054, 0.19350, 2.56162], [2.29855, -0.51207, 3.23213], [-2.16183, -2.44051, -1.09702], [-3.22275, -2.64638, -2.20513], [-3.02282, -2.12159, -1.42135], [2.25930, -2.65158, 0.40359], [3.24369, -3.30909, -0.54024], [2.55922, -2.63352, -0.51945]], "mulliken_charge": [-0.5371, -0.0341, -0.1391, -0.7542, -0.1012, -1.1186, 0.3008, 0.3424, 0.3724, 0.2086, 0.5816, 0.3234, 0.2893, 0.3049, 0.4720, 0.1488, 0.3851, 0.3488, 0.2941, -0.6762, 0.2729, 0.2587, -0.5396, 0.2621, 0.2685, -0.5104, 0.2372, 0.2941, -0.5867, 0.4104, 0.2431, -0.5652, 0.3074, 0.2716, -0.7357, 0.2842, 0.4173, -0.6605, 0.3629, 0.4481, -0.7641, 0.3538, 0.3553, -0.7106, 0.3561, 0.2783, -0.6210]}

***

# 5
{"formula": "C3H9N2S", "method": "the ωB97M-V functional and the def2-TZVPD basis", "homo_lumo_gap_ev": 7.639, "largest_force_ha_per_bohr": 0.0887, "total_charge": 1, "relative_energy_kcal_mol": 73.6, "homo_energy_ev": -12.2505, "e_tot_ha": -627.05279, "species": ["C", "C", "C", "N", "N", "S", "H", "H", "H", "H", "H", "H", "H", "H", "H"], "coordinates": [[-1.23755, -0.06581, -0.02632], [-0.07934, 1.40889, -2.03889], [1.30652, 0.07111, 1.00457], [-1.98007, -0.91983, 0.66217], [1.56865, -1.18211, 1.33006], [-1.67826, 0.72078, -1.36872], [1.43564, 0.73467, 1.79102], [0.62138, 0.50975, -2.03394], [0.41125, 2.22405, -1.42210], [-0.36946, 1.74268, -2.95937], [1.23542, 0.44117, 0.03919], [-1.53763, -1.40241, 1.41071], [1.79601, -1.28891, 2.38251], [-3.00596, -1.05429, 0.54622], [1.51339, -1.93973, 0.68289]], "mulliken_charge": [0.0386, -0.8070, -0.1479, -0.2707, -0.2255, -0.0211, 0.2637, 0.2682, 0.2967, 0.3615, 0.2328, 0.2071, 0.3109, 0.2150, 0.2775]}